Below is an isolated molecule of CH6N4O2 at a distorted geometry, with properties calculated with ωB97M-V/def2-TZVPD.

Computed properties:
2S+1: 1
SMILES string: NN/C(=N\O)NO
HOMO-LUMO gap (Eh): 0.33374
E_tot (eV): -11185.3424
LUMO (eV): 0.87

Last column: natural (NBO) charge in e.
Atoms and positions in Å:
O  1.4456  -1.7876  -0.1817  -0.599
O  -2.4052  -0.6353  -0.3479  -0.548
N  -1.4315  0.1535  0.2123  -0.342
N  0.8770  0.5159  -0.2929  -0.465
N  0.5556  1.8897  -0.0485  -0.678
N  0.0951  -1.6244  0.0600  -0.277
C  -0.1432  -0.3544  0.0263  0.460
H  -2.5581  -1.3078  0.3319  0.472
H  0.7951  2.1583  0.8878  0.351
H  1.0059  2.4338  -0.7465  0.364
H  1.5701  -2.7448  0.2400  0.484
H  1.7738  0.2126  0.0852  0.388
H  -1.5802  1.0904  -0.2260  0.388